Entry 1:
Density functional theory data (wB97M-V/def2-TZVPD) for C3H3CoO4 as an isolated structure at a distorted geometry.

ORCA input file:
```
! RIJCOSX wB97M-V def2-TZVPD def2/J DEFGRID3
* xyz 2 5
C -1.4500 0.8431 0.1021
C -0.8959 -0.1778 -0.7273
H -1.5334 -0.7836 -1.3738
Co -2.1391 -1.1717 2.1998
O -1.9500 -0.1943 0.7383
O 0.3894 -0.4272 -0.9771
C 1.4603 0.1550 -0.3550
O 1.5773 1.3187 -0.1141
O 2.3211 -0.8107 -0.1552
H -0.9651 1.6967 0.5766
H 3.1855 -0.4482 0.0858
*
```

Its energy is -1798.9026 a.u. Its HOMO-LUMO gap (alpha / beta) is 6.1 / 5.9 eV. Its expectation value of S² is 6.010.

Results of the Mulliken charge analysis, in e, for atoms 1 through 4:
1 C -0.2166
2 C 0.2299
3 H 0.5006
4 Co 1.5731

***

Entry 2:
Density functional theory data (wB97M-V/def2-TZVPD) for C34H19BrF12N2O8Pb as an isolated structure.

ORCA input file:
```
! RIJCOSX wB97M-V def2-TZVPD def2/J DEFGRID3
* xyz -2 1
Pb 1.4963 1.6378 1.0878
C -4.5900 -0.0395 1.8673
C -3.2022 -0.5404 1.6718
C -2.8605 -1.2461 0.5195
C -1.5447 -1.5196 0.2559
C -0.5039 -1.1005 1.1563
N 0.7597 -1.0856 0.7247
C 1.2181 -2.1041 -0.0497
C 0.6131 -3.3823 0.0877
C 0.9558 -4.4467 -0.7113
C 1.9672 -4.2850 -1.6460
C 2.3838 -5.4027 -2.5561
C 2.6604 -3.0731 -1.6965
C 2.3518 -1.9719 -0.9184
C 3.3263 -0.7465 -0.9292
O 2.9947 0.3253 -0.2405
C 4.6691 -1.3293 -0.3286
F 5.5085 -0.3662 0.0325
F 4.4090 -2.0626 0.7710
F 5.3555 -2.1434 -1.1812
C 3.6271 -0.2471 -2.3971
F 3.8520 -1.1892 -3.3558
F 2.6068 0.4845 -2.8386
F 4.7209 0.5327 -2.3952
C -0.8855 -0.4995 2.4177
C -2.2113 -0.2434 2.6273
C 0.2217 -0.3353 3.4771
O 1.3715 0.1151 2.9744
C 0.4301 -1.7609 4.0925
F 0.9646 -2.5895 3.1757
F -0.7182 -2.3492 4.5068
F 1.2618 -1.7455 5.1388
C -0.2272 0.6392 4.6143
F -1.2410 0.1622 5.3930
F 0.7835 0.9110 5.4386
F -0.6452 1.7926 4.0901
H -5.3073 -0.5910 1.2600
H -4.5855 1.0036 1.5313
H -4.8878 -0.0710 2.9161
H -3.6084 -1.4581 -0.2359
H -1.2637 -1.8603 -0.7300
H -0.0859 -3.5256 0.8995
H 0.4693 -5.4064 -0.5878
H 1.8004 -6.3056 -2.3814
H 3.4422 -5.6353 -2.4190
H 2.2535 -5.1039 -3.5985
H 3.5024 -3.0224 -2.3657
H -2.5307 0.2067 3.5552
O -3.7838 -2.2393 -3.3807
C -3.8761 -0.9884 -3.4532
O -4.7772 -0.2780 -3.9410
C -2.6784 -0.2492 -2.8420
C -1.3697 -0.5255 -3.2383
C -0.3157 0.0990 -2.5933
N -0.4569 0.8953 -1.5303
C -1.7114 1.1482 -1.1369
C -2.8272 0.6591 -1.8005
C -1.8849 1.8627 0.2072
O -3.0337 2.0487 0.6330
O -0.8052 2.1205 0.8242
H -1.1838 -1.2385 -4.0331
H 0.7059 -0.0851 -2.9190
H -3.8103 0.9241 -1.4349
Br 2.7830 3.9912 -1.0872
C 0.9825 4.5367 -0.7357
C 0.0970 4.4424 -1.8004
C -1.2182 4.8366 -1.6261
C -1.6233 5.3561 -0.4032
C -0.7200 5.4575 0.6365
C 0.5981 5.0147 0.5126
C 1.4503 4.9974 1.7878
O 1.4952 6.0402 2.4462
O 2.0523 3.9013 2.0211
H 0.4360 4.0400 -2.7461
H -1.9257 4.7219 -2.4387
H -2.6561 5.6435 -0.2520
H -1.0208 5.8407 1.6033
*
```

Its energy is -5983.9243 a.u. Its HOMO-LUMO gap (alpha / beta) is 4.6 / 4.6 eV.

Results of the Mulliken charge analysis, in e, for atoms 1 through 4:
1 Pb 2.5454
2 C -1.7784
3 C 0.4749
4 C -1.5553

***

Entry 3:
Density functional theory data (wB97M-V/def2-TZVPD) for a 3-piece molecular cluster, ClHNO2 overall at a distorted geometry.

ORCA input file:
```
! RIJCOSX wB97M-V def2-TZVPD def2/J DEFGRID3
* xyz -1 1
N -0.5222 -0.1693 0.9005
O -1.4304 -0.9065 1.1075
O -1.1213 1.5921 1.3573
Cl 0.9501 -0.1361 -1.3914
H 0.0384 0.3160 -0.3343
*
```

Its energy is -665.8710 a.u. Its HOMO-LUMO gap (alpha / beta) is 7.5 / 7.6 eV.

Results of the Mulliken charge analysis, in e, for atoms 1 through 4:
1 N 0.0097
2 O -0.2414
3 O -0.6596
4 Cl -0.5105

***

Entry 4:
Density functional theory data (wB97M-V/def2-TZVPD) for C33H62BF2O3PV as an isolated structure at a distorted geometry.

ORCA input file:
```
! RIJCOSX wB97M-V def2-TZVPD def2/J DEFGRID3
* xyz 0 4
V 2.1364 -3.0556 -1.8401
C 5.2543 0.9954 -1.7117
C 4.6826 1.5058 -3.0061
C 3.3056 2.1872 -3.0002
C 2.2054 1.0736 -2.7858
P 0.4854 1.6399 -2.2711
C -0.7512 0.3627 -2.6552
C -1.9148 0.1599 -1.6323
C -2.5321 -1.2947 -1.9852
C -3.1146 -2.0595 -0.7811
C 0.4569 2.1188 -0.5325
C 1.2348 3.4662 -0.1241
C 0.9568 3.8710 1.3746
C 1.4805 5.2713 1.7068
C 0.2303 3.0580 -3.4595
C -0.9428 4.0094 -3.0981
C -2.3523 3.6182 -3.6367
C -2.5711 4.0013 -5.1514
H 4.6079 0.2921 -1.1867
H 5.2414 1.8919 -1.0919
H 6.2798 0.6274 -1.7413
H 4.6651 0.5838 -3.5873
H 5.4542 2.1127 -3.4796
H 3.1205 2.8011 -3.8816
H 3.2867 2.8241 -2.1158
H 2.3885 0.4209 -1.9322
H 2.0790 0.4753 -3.6881
H -0.1285 -0.5275 -2.5664
H -1.0370 0.4724 -3.7014
H -2.6656 0.9274 -1.8202
H -1.5669 0.0671 -0.6035
H -1.9355 -1.9560 -2.6135
H -3.4476 -1.1272 -2.5525
H -2.4069 -2.4534 -0.0516
H -3.5777 -3.0032 -1.0691
H -3.8430 -1.4423 -0.2553
H 0.8648 1.2030 -0.1047
H -0.5908 2.1268 -0.2322
H 0.9935 4.2916 -0.7939
H 2.3220 3.5159 -0.0637
H 1.4926 3.1846 2.0302
H -0.1236 3.8023 1.5015
H 0.8325 6.0233 1.2566
H 2.5259 5.2843 1.3987
H 1.6993 5.4047 2.7662
H 0.0225 2.7252 -4.4764
H 1.1976 3.5603 -3.4444
H -0.7272 4.9878 -3.5274
H -1.0675 4.2116 -2.0343
H -3.0976 4.2186 -3.1150
H -2.6531 2.6071 -3.3624
H -3.4903 3.4886 -5.4349
H -1.7400 3.5455 -5.6895
H -2.6740 5.0574 -5.4008
B 1.9527 -2.3786 -3.9241
H 2.5343 -3.2742 -4.0789
H 1.6871 -1.9214 -4.8647
H 1.0135 -2.6426 -3.4633
H 2.4878 -1.7078 -3.2700
C 5.0712 -2.7331 -0.4281
O 4.3179 -3.0423 -1.5790
H 5.7923 -1.9546 -0.6775
H 4.3460 -2.4731 0.3429
H 5.8399 -3.4554 -0.1533
C 1.1936 -1.4971 0.8519
O 1.2350 -1.5525 -0.5802
H 2.1078 -1.9334 1.2543
H 1.0601 -0.4903 1.2478
H 0.3531 -2.0474 1.2748
C -1.4545 -4.6603 2.6131
C -2.6813 -5.1982 3.3191
O -2.6603 -5.3024 4.5080
C -3.9500 -5.5066 2.5272
H -1.2998 -5.3514 1.7846
H -0.6412 -4.6784 3.3386
H -1.5112 -3.6608 2.1819
H -4.3762 -4.6205 2.0567
H -4.7346 -5.9883 3.1107
H -3.7128 -6.1858 1.7083
F 2.2350 -3.5179 5.1576
C 1.4220 -2.4223 5.3401
C 1.6050 -1.2161 4.6865
C 0.7335 -0.1743 4.9702
C -0.4456 -0.3386 5.7379
C -0.6249 -1.6101 6.3172
C 0.3914 -2.5448 6.2065
H 2.4653 -0.9986 4.0709
H 0.8803 0.7631 4.4543
H -1.2172 0.4097 5.8433
H -1.5013 -1.7936 6.9211
H 0.1375 -3.5093 6.6209
F -2.8983 2.1137 0.7731
C -3.1042 0.9911 1.4478
C -2.0946 0.3108 2.1376
C -2.3631 -0.9087 2.8133
C -3.6217 -1.3554 2.8754
C -4.6743 -0.6270 2.2372
C -4.3863 0.5236 1.4889
H -1.0874 0.6851 2.0293
H -1.5792 -1.3743 3.3923
H -3.9119 -2.2914 3.3294
H -5.6933 -0.9373 2.4151
H -5.1887 0.9246 0.8875
*
```

Its energy is -3030.0085 a.u. Its HOMO-LUMO gap (alpha / beta) is 7.0 / 7.4 eV. Its expectation value of S² is 3.758.

Results of the Mulliken charge analysis, in e, for atoms 1 through 4:
1 V 0.3365
2 C -1.0538
3 C -0.6768
4 C -0.3711

***

Energy above the lowest of the compared OMol25 structures with the same formula, charge and spin values, unit kJ/mol, following the record order: 366.6, 108.7, 416.8, 262.2.